22
Properties=species:S:1:pos:R:3 method="wB97M-V/def2-TZVPD" e_homo_ev=-11.0 smiles=CCC.CCC gap_ev=12.1 total_energy_ev=-6480.04843 de_lowest_ev=1.609 multiplicity=1
C 0.24 1.71 1.45
C 0.18 1.70 2.87
C 1.53 1.14 0.90
H -0.48 1.08 0.92
H 0.22 2.74 1.00
H -0.11 0.76 3.21
H 2.38 1.81 1.18
H 1.73 0.20 1.40
H -0.60 2.38 3.39
H 1.20 1.97 3.31
H 1.57 0.94 -0.14
C -1.00 -1.20 -1.34
C 0.50 -1.27 -1.52
C -1.77 -1.96 -2.37
H -1.32 -1.61 -0.42
H -1.25 -0.19 -1.35
H 1.03 -0.77 -0.64
H -1.09 -2.58 -2.90
H -2.63 -2.29 -1.78
H -2.04 -1.30 -3.22
H 0.93 -2.30 -1.36
H 0.77 -0.96 -2.59

***

114
Properties=species:S:1:pos:R:3 method="wB97M-V/def2-TZVPD" e_homo_ev=-8.5 smiles=COCCNCCOC.COCCNCCOC.COCCNCCOC.CO.CO.CO.CO.CO.CO.CO gap_ev=8.9 total_energy_ev=-58175.03042 de_lowest_ev=15.461 multiplicity=1
C 23.89 30.40 53.02
O 24.34 29.36 52.16
H 24.73 30.96 52.89
H 23.71 29.91 53.98
H 23.06 30.91 52.53
H 24.91 29.69 51.46
C 23.83 23.34 50.52
O 23.07 22.97 49.41
H 24.26 24.39 50.32
H 24.75 22.76 50.45
H 23.36 23.34 51.54
H 22.47 22.14 49.68
C 28.80 27.38 46.82
O 30.03 27.66 47.38
H 28.46 28.18 46.32
H 28.04 27.07 47.51
H 29.07 26.61 46.00
H 30.03 28.06 48.16
C 21.16 26.01 50.44
O 19.80 26.19 50.16
H 21.45 25.06 49.91
H 21.38 25.81 51.57
H 21.92 26.64 50.07
H 19.31 26.24 50.82
C 26.66 27.65 53.48
O 26.23 28.84 52.78
H 26.83 27.91 54.56
H 27.44 27.05 52.88
H 25.79 26.92 53.46
H 25.71 28.64 52.01
C 24.80 27.44 49.21
O 25.73 28.21 48.60
H 25.29 26.83 49.84
H 24.48 26.84 48.38
H 23.98 28.18 49.56
H 25.78 27.88 47.71
C 24.92 28.62 44.96
O 25.67 27.69 45.83
H 24.62 29.46 45.59
H 24.12 28.16 44.56
H 25.71 29.09 44.01
H 26.19 27.11 45.27
C 22.06 32.61 46.31
O 23.52 32.48 46.72
C 23.76 31.78 47.97
C 25.26 31.84 48.22
N 25.54 31.21 49.43
C 27.00 31.39 49.94
C 27.40 30.72 51.20
O 28.77 30.82 51.30
C 29.22 30.52 52.62
H 21.75 33.11 45.32
H 21.63 33.30 47.06
H 21.61 31.66 46.31
H 23.37 30.83 47.98
H 23.29 32.19 48.77
H 25.68 33.02 48.53
H 25.88 31.33 47.61
H 25.36 30.22 49.42
H 27.26 32.40 49.85
H 27.54 31.03 49.22
H 27.20 29.71 51.27
H 26.85 31.18 52.04
H 28.91 31.09 53.49
H 30.16 30.73 52.86
H 28.98 29.55 52.72
C 22.04 26.11 46.51
O 22.17 25.17 45.48
C 23.54 24.72 45.47
C 23.66 23.80 44.24
N 24.97 23.29 44.14
C 25.00 22.30 43.02
C 26.53 21.80 43.10
O 26.69 20.97 41.92
C 27.76 20.21 42.11
H 22.04 25.38 47.43
H 21.20 26.70 46.26
H 22.76 26.83 46.61
H 23.73 24.21 46.41
H 24.32 25.48 45.29
H 23.54 24.38 43.40
H 22.81 22.97 44.32
H 25.01 22.88 45.05
H 24.86 22.90 42.16
H 24.18 21.57 43.04
H 26.59 21.45 44.24
H 27.38 22.63 42.92
H 28.04 19.50 41.34
H 27.61 19.55 43.08
H 28.70 20.77 42.26
C 26.90 24.78 51.71
O 28.13 25.48 51.88
C 28.22 26.58 50.83
C 29.63 27.17 51.13
N 29.95 28.25 50.22
C 31.20 28.89 50.23
C 31.26 30.08 49.30
O 32.45 30.74 49.64
C 33.00 31.59 48.63
H 26.13 25.50 51.84
H 26.73 24.01 52.50
H 26.96 24.46 50.63
H 27.28 27.29 50.83
H 28.36 26.33 49.82
H 30.54 26.31 51.10
H 29.80 27.60 52.00
H 29.29 28.99 50.48
H 31.98 28.22 50.04
H 31.36 29.24 51.40
H 30.35 30.72 49.44
H 31.18 29.65 48.25
H 32.52 31.76 47.78
H 34.03 31.23 48.44
H 32.82 32.53 49.16

***

119
Properties=species:S:1:pos:R:3 method="wB97M-V/def2-TZVPD" e_homo_ev=-1.1 charge=-2 gap_ev=4.6 total_energy_ev=-233723.15280 de_lowest_ev=0.101 multiplicity=1
Rb -0.10 -0.02 0.25
C -1.56 -4.12 -1.48
C -1.79 -3.50 -2.86
S -1.52 -1.72 -2.92
C -3.00 -1.17 -3.76
C -4.34 -1.47 -3.08
S -4.45 -0.86 -1.37
C -5.02 -2.34 -0.51
C -4.14 -3.59 -0.55
S -2.41 -3.33 -0.10
H -0.52 -4.02 -1.19
H -1.81 -5.18 -1.50
H -2.81 -3.70 -3.22
H -1.11 -3.98 -3.57
H -3.02 -1.59 -4.78
H -2.87 -0.09 -3.87
H -4.53 -2.54 -3.06
H -5.14 -1.01 -3.66
H -6.02 -2.59 -0.87
H -5.14 -2.00 0.52
H -4.17 -4.04 -1.55
H -4.57 -4.32 0.13
C 3.41 2.18 -0.82
C 3.61 0.79 -0.18
N 2.92 0.64 1.09
C 3.55 1.20 2.26
C 3.36 2.71 2.42
S 1.63 3.20 2.65
C 1.19 4.27 1.23
C 2.00 4.10 -0.06
N 2.11 2.73 -0.50
H 3.57 2.07 -1.89
H 4.18 2.87 -0.45
H 4.69 0.58 -0.11
H 3.19 0.04 -0.86
H 2.72 -0.34 1.25
H 4.63 1.00 2.29
H 3.10 0.72 3.14
H 3.77 3.25 1.56
H 3.91 3.04 3.30
H 1.23 5.32 1.55
H 0.14 4.04 1.04
H 3.00 4.50 0.09
H 1.53 4.75 -0.81
H 1.39 2.48 -1.16
C -2.75 -0.02 5.18
As -2.05 -0.27 3.37
C -3.79 -0.18 2.48
C -1.86 -2.24 3.44
C -2.96 -3.09 3.59
C -2.81 -4.47 3.58
C -1.54 -5.01 3.39
C -0.44 -4.18 3.24
C -0.58 -2.79 3.28
As 0.99 -1.60 3.08
C 0.99 -0.99 4.98
C 2.41 -2.90 3.40
H -3.57 -0.72 5.37
H -3.11 1.00 5.27
H -1.96 -0.19 5.91
H -4.56 -0.73 3.03
H -3.69 -0.59 1.47
H -4.04 0.87 2.40
H -3.95 -2.67 3.72
H -3.67 -5.11 3.70
H -1.41 -6.09 3.34
H 0.53 -4.61 3.06
H 0.72 -1.80 5.66
H 0.31 -0.15 5.11
H 2.00 -0.64 5.22
H 2.21 -3.50 4.29
H 3.33 -2.33 3.56
H 2.53 -3.53 2.52
Cl 1.08 -2.80 0.18
O -2.16 3.85 0.52
N -2.33 2.84 1.26
O -2.81 2.96 2.39
O -1.93 1.70 0.86
C -0.56 4.51 -4.94
C -1.25 4.05 -3.66
C -2.46 3.18 -4.01
C -1.70 5.26 -2.85
N -0.22 3.32 -2.89
N -0.69 2.60 -1.77
H -1.22 5.16 -5.52
H -0.28 3.65 -5.56
H 0.36 5.06 -4.69
H -3.12 3.71 -4.69
H -3.04 2.91 -3.12
H -2.13 2.25 -4.50
H -2.46 5.83 -3.39
H -0.85 5.90 -2.63
H -2.15 4.94 -1.89
H 0.27 2.69 -3.50
H -1.54 2.07 -1.96
H -0.93 3.23 -1.01
C 0.01 -0.05 -7.09
C 1.22 -0.75 -7.10
C 1.99 -0.91 -5.95
C 1.58 -0.38 -4.69
C 0.33 0.31 -4.71
C -0.42 0.46 -5.86
N 2.20 -0.55 -3.51
C 3.52 -0.95 -3.46
C 3.93 -1.82 -2.42
C 5.27 -2.17 -2.26
C 6.26 -1.68 -3.11
C 5.86 -0.82 -4.14
C 4.53 -0.46 -4.31
H -0.58 0.07 -7.99
H 1.58 -1.18 -8.03
H 2.91 -1.48 -6.00
H -0.04 0.64 -3.75
H -1.37 0.99 -5.81
H 3.17 -2.19 -1.74
H 5.54 -2.83 -1.44
H 7.30 -1.95 -2.98
H 6.61 -0.42 -4.81
H 4.25 0.22 -5.11

***

9
Properties=species:S:1:pos:R:3 method="wB97M-V/def2-TZVPD" e_homo_ev=-9.4 gap_ev=9.2 total_energy_ev=-23439.08465 de_lowest_ev=0.164 multiplicity=1
C 2.34 -0.57 0.37
C -1.17 1.12 -0.25
C -1.22 -0.20 -0.21
O 2.28 -1.51 -0.26
O 2.51 0.31 1.09
I -1.43 -1.15 1.72
I -0.95 -1.55 -1.78
H -1.06 1.76 -1.23
H -1.30 1.78 0.55

***

13
Properties=species:S:1:pos:R:3 method="wB97M-V/def2-TZVPD" e_homo_ev=-8.5 gap_ev=8.3 total_energy_ev=-7692.00665 de_lowest_ev=2.673 multiplicity=1
N 1.56 1.09 0.42
C 0.56 0.10 0.80
C -0.64 0.16 -0.09
N -0.56 0.89 -1.14
C -1.55 -2.39 -0.37
N -2.16 -3.38 -0.51
H 1.60 1.86 1.08
H 2.49 0.69 0.36
H 0.22 0.19 1.84
H 0.93 -0.92 0.69
H -1.45 -0.59 0.04
H 0.31 1.40 -1.30
H -1.30 0.90 -1.84

***

47
Properties=species:S:1:pos:R:3 method="wB97M-V/def2-TZVPD" e_homo_ev=-7.0 charge=-1 gap_ev=9.2 total_energy_ev=-33262.15893 de_lowest_ev=5.671 multiplicity=1
O 1.36 -1.28 -1.88
H 0.40 -1.25 -2.11
H 1.24 -1.67 4.12
O -2.70 2.89 -2.94
H -3.36 2.83 -2.33
H 1.18 -1.23 -0.88
O 0.04 -5.85 1.05
H 0.14 -5.07 1.62
H 0.98 -5.96 0.66
O -2.36 0.34 -3.64
H -2.11 0.58 -4.64
H -1.67 -0.43 -2.84
O -2.10 -0.58 5.60
H -2.97 -0.30 5.40
H -5.66 0.95 -2.33
O 3.57 -0.51 0.51
H 4.07 0.00 -0.05
H 3.02 -1.15 0.05
O -1.30 1.65 4.61
H -1.51 1.10 5.48
H -0.58 2.37 4.94
O 0.04 -1.19 2.03
H 0.07 -2.09 1.79
H -0.28 -0.78 1.23
O 0.62 3.72 3.91
H 1.08 3.35 3.09
O 4.19 1.70 -4.28
H 3.34 1.74 -3.84
H 4.64 0.89 -3.82
O 1.58 -0.99 4.83
H 2.16 -0.46 4.23
H -1.46 -0.79 4.87
O -5.28 1.08 -3.05
H 1.63 3.23 -2.94
H -4.30 0.87 -3.08
O 3.38 0.45 -1.86
H 2.58 0.89 -1.51
H 2.76 -0.38 -2.18
O -1.05 -1.09 -2.04
H -1.75 -2.23 0.77
H -1.27 -1.91 -2.49
O -1.02 -2.64 0.18
H -1.03 -2.23 -0.64
H 0.95 4.58 3.81
O 1.03 2.41 -2.73
H -2.49 1.97 -3.26
H 0.18 2.47 -3.41